Below is a molecular structure, C18H14AgIN4O, with properties calculated with ωB97M-V with the def2-TZVPD basis set.

```
39
Properties=species:S:1:pos:R:3:forces:R:3:nbo_charge:R:1
Ag -1.8133 0.9152 1.8738 0.3021 -0.2904 -0.2488 0.844
N 6.2737 -2.5889 -3.6442 -0.0518 0.0016 0.0399 -0.309
C 5.3608 -2.2688 -3.0228 0.2288 -0.1220 -0.1603 0.280
C 4.2271 -1.8520 -2.2552 -0.2766 0.2049 0.1870 -0.191
C 3.9957 -0.4898 -2.0605 0.0768 -0.0793 -0.0397 -0.161
C 2.9045 -0.0760 -1.3197 -0.0559 0.0193 0.0349 -0.158
C 2.0290 -1.0068 -0.7680 0.1157 0.0011 -0.1071 -0.024
C 2.2626 -2.3633 -0.9692 -0.0556 0.0048 0.0513 -0.197
C 3.3546 -2.7885 -1.7040 0.1047 -0.0364 -0.0591 -0.158
C 0.8566 -0.5454 0.0340 -0.0814 0.0322 0.1642 0.132
C 1.1667 -0.1478 1.3410 0.0376 -0.2152 -0.0381 -0.006
C 2.4609 -0.2399 1.9390 -0.0188 0.1449 -0.0176 -0.208
C 2.3326 0.1894 3.2372 0.1193 -0.0960 0.0336 -0.337
C 0.9686 0.5126 3.4038 -0.0880 -0.0150 -0.0812 0.017
N 0.2712 0.3116 2.2949 -0.1301 0.2139 0.1270 -0.591
C -0.3732 -0.5907 -0.6334 0.0677 0.0040 -0.0841 -0.007
C -0.5471 -1.0331 -1.9803 -0.0328 -0.0294 0.0084 -0.210
C -1.8877 -0.9421 -2.2602 0.0137 0.0344 -0.1294 -0.339
C -2.4884 -0.4306 -1.0880 0.0004 -0.0564 0.0945 0.008
N -1.6099 -0.2230 -0.1196 -0.1101 0.1450 0.1730 -0.584
H 4.6787 0.2315 -2.4886 -0.0215 0.0107 -0.0018 0.227
H 2.7226 0.9797 -1.1639 0.0036 -0.0076 0.0082 0.223
H 1.5821 -3.0884 -0.5417 -0.0007 0.0110 0.0023 0.231
H 3.5401 -3.8437 -1.8528 -0.0125 0.0017 -0.0024 0.229
H 3.3617 -0.5765 1.4520 -0.0104 -0.0227 0.0022 0.221
H 3.1016 0.2557 3.9900 -0.0018 -0.0045 -0.0129 0.220
H 0.4888 0.8773 4.3009 -0.0079 0.0176 -0.0130 0.194
H 0.2318 -1.3750 -2.6430 -0.0047 0.0089 0.0198 0.221
H -2.3891 -1.1877 -3.1829 0.0086 -0.0126 0.0182 0.219
H -3.5419 -0.2294 -0.9446 0.0059 0.0330 0.0204 0.178
N -4.6119 3.9634 1.3138 0.0287 -0.0031 0.0822 -0.784
C -4.3031 2.7003 1.6230 -0.1426 0.0000 0.0787 0.667
O -3.3780 2.4284 2.3892 -0.1209 0.1106 -0.0609 -0.679
C -5.1906 1.5886 1.1000 0.0814 0.0881 -0.1611 -0.623
I -6.0153 1.9130 -0.8465 0.0322 -0.0639 0.1421 0.114
H -4.0466 4.7043 1.6932 0.0382 -0.0234 0.0137 0.417
H -5.3366 4.1866 0.6551 -0.0371 -0.0337 -0.0412 0.413
H -6.0300 1.4575 1.7789 -0.0084 0.0294 0.0034 0.258
H -4.6093 0.6724 1.0693 0.0041 -0.0055 -0.0461 0.253
```
Positions in Å, forces in eV/Å.

E, Eh: -1433.24145
LUMO, Ha: -0.0122
HOMO energy, eV: -7.25
Kohn-Sham gap, hartree: 0.2540


Below is a molecular structure, C3H2CuFO2 at a distorted geometry, with properties calculated with ωB97M-V with the def2-TZVPD basis set.

```
9
Properties=species:S:1:pos:R:3:forces:R:3:nbo_charge:R:1
O -0.9765 -0.7773 -0.0411 -0.7988 0.7606 1.6582 -0.635
O 1.3281 -0.2846 -0.9655 -3.3504 -3.7978 -0.5530 -0.504
C -0.9363 0.4732 0.2917 1.1925 -1.4045 -2.4734 0.221
C 0.4022 1.0302 0.3008 -1.0154 1.7955 2.6423 0.374
C 0.5559 -1.2110 -1.0579 3.5704 2.3412 0.5401 0.432
H -1.8093 1.1043 0.0949 0.1083 -0.0264 0.1416 0.216
H 0.6283 2.0106 -0.1263 0.0620 -0.2382 0.0884 0.216
F 1.1155 0.7660 1.4011 0.1092 -0.3927 -1.4427 -0.271
Cu -0.3079 -3.1113 0.1023 0.1222 0.9622 -0.6014 0.952
```
Positions in Å, forces in eV/Å.

E, Eh: -2005.88030
LUMO (alpha / beta), Ha: -0.2215 / -0.2285
Total charge: +1
HOMO energy (alpha / beta), eV: -13.29 / -15.19
Spin multiplicity: 2
Kohn-Sham gap (alpha / beta), hartree: 0.2668 / 0.3298


Below is a molecular structure, C2H5BrO2P at a distorted geometry, with properties calculated with ωB97M-V with the def2-TZVPD basis set.

```
11
Properties=species:S:1:pos:R:3:forces:R:3:nbo_charge:R:1
C 0.8434 -0.1384 1.3304 0.0160 2.4288 -0.5447 -0.648
C 0.0865 0.8443 0.3631 -1.6255 -0.5431 -1.9537 -0.623
O 0.1150 -0.4140 -2.6090 -1.7180 0.6432 2.6643 -1.138
O -2.3430 0.1862 -1.8879 1.1595 0.0820 1.0123 -1.127
P -0.9560 -0.2481 -1.4985 1.8908 1.2842 -1.6460 1.921
Br -1.1781 -2.2988 -0.6493 -0.1026 -0.8739 0.5772 -0.402
H 0.2832 -1.0422 1.5264 0.0863 -0.1227 0.2388 0.228
H 1.8099 -0.3131 0.8498 -0.2962 -0.6600 -0.1232 0.208
H 1.1686 0.4276 2.2412 -0.7245 -0.6136 -0.2584 0.187
H 0.7709 1.2811 -0.3441 0.4879 0.2485 -0.0850 0.194
H -0.6003 1.7154 0.6778 0.8264 -1.8733 0.1184 0.200
```
Positions in Å, forces in eV/Å.

E, Eh: -3145.15669
LUMO, Ha: 0.1300
Total charge: -1
HOMO energy, eV: -4.64
Kohn-Sham gap, hartree: 0.3005


Below is F2HOPS in the gas phase at a distorted geometry, with properties calculated with ωB97M-V with the def2-TZVPD basis set.

```
6
Properties=species:S:1:pos:R:3:forces:R:3:nbo_charge:R:1
O 0.2464 0.5702 0.0817 -1.7956 -2.1331 -1.7962 -0.969
P 1.7312 0.2017 -0.1089 1.7327 0.5828 2.1114 2.043
F 2.1369 1.1235 1.1596 1.0340 -0.8412 -0.4958 -0.584
F 2.2746 1.2844 -1.1470 -0.3135 -1.6345 0.1995 -0.539
S 2.1771 -1.6693 0.0406 -0.0809 1.8100 -0.8255 -0.462
H 0.2174 1.4376 0.4075 -0.5768 2.2160 0.8067 0.511
```
Positions in Å, forces in eV/Å.

E, Eh: -1015.22413
LUMO, Ha: 0.0085
SMILES: OP(F)(F)=S
HOMO energy, eV: -10.40
Kohn-Sham gap, hartree: 0.3907


Question: What is the E in the third record?
Answer: -3145.15669 Eh